18
Properties=species:S:1:pos:R:3 method="wB97M-V/def2-TZVPD" gap_ev="10.9426 / 5.4760" multiplicity=2 e_above_lowest_kcal_mol=32.6 total_charge=+1 total_energy_ev=-16204.7319
C -1.1491 3.0789 0.2384
C -1.1324 1.5824 0.4682
S 0.1344 0.7657 -0.6167
H -0.1817 3.5478 0.4437
H -1.3244 3.3946 -0.8020
H -1.8689 3.6378 0.8153
H -2.0451 0.9918 0.3997
H -0.7151 1.4852 1.4651
H -0.6160 0.2439 -1.5878
C -0.4444 -2.3681 0.3742
C 0.9110 -1.8813 0.4388
C 2.0639 -2.3368 -0.2140
H -0.5971 -3.0854 1.2010
H -0.7708 -2.8587 -0.5420
H -1.2963 -1.6761 0.4423
H 1.1697 -1.0744 1.1271
H 2.8720 -1.6176 -0.1885
H 1.9702 -3.1431 -0.9419